{"formula": "C4H5NS", "method": "the ωB97M-V functional and the def2-TZVPD basis", "e_tot_ev": -16547.558, "de_lowest_kj_mol": 627.85, "lumo_ev": 0.31, "gap_ev": 8.86, "elements": ["C", "C", "C", "C", "N", "S", "H", "H", "H", "H", "H"], "coordinates": [[1.2932, -0.4480, 1.4633], [0.2781, 0.2383, 1.0148], [1.3474, -0.0763, -0.0205], [-2.2268, 0.6632, -0.2296], [-1.4405, 2.1005, 0.0706], [-1.2958, 1.0785, 1.2636], [2.0503, -0.7964, 2.1296], [1.9427, 0.7203, -0.2419], [1.3523, -0.6807, -0.9993], [-3.3134, 0.7088, 0.0158], [-1.9085, -0.1247, -0.9268]], "atomic_forces_ev_per_a": [[0.05, 0.60, -1.53], [0.10, -1.52, -0.25], [-1.24, -1.29, -0.48], [0.58, 2.62, 1.70], [-1.95, -1.60, -2.10], [0.53, -1.39, 0.31], [-0.38, -0.28, 0.67], [1.69, 2.38, -0.42], [-0.86, -0.12, 2.03], [1.00, -0.07, -0.35], [0.46, 0.67, 0.41]], "nbo_charge": [-0.155, -0.250, -0.429, -0.397, -0.780, 0.971, 0.238, 0.173, 0.195, 0.212, 0.222]}